{
  "formula": "C51H40GeN10O11S2W",
  "method": "wB97M-V/def2-TZVPD",
  "homo_ev": -7.72,
  "e_tot_ev": -170958.8298,
  "gap_ha": 0.211,
  "de_lowest_ev": 0.000,
  "mol_weight_da": 1289.5,
  "symbols": ["W", "S", "C", "C", "C", "C", "C", "C", "S", "H", "H", "H", "H", "N", "C", "N", "C", "N", "C", "C", "N", "C", "C", "N", "H", "H", "H", "H", "H", "C", "Ge", "C", "C", "C", "C", "C", "C", "C", "C", "C", "C", "C", "C", "C", "C", "C", "C", "C", "C", "H", "H", "H", "H", "H", "H", "H", "H", "H", "H", "H", "H", "H", "H", "H", "H", "O", "N", "O", "O", "N", "O", "C", "C", "C", "C", "O", "C", "C", "N", "O", "O", "N", "O", "O", "H", "H", "C", "O", "C", "C", "C", "C", "C", "C", "N", "C", "C", "C", "C", "C", "C", "C", "O", "H", "H", "H", "H", "H", "H", "H", "H", "H", "H", "H", "H", "H"],
  "xyz": [[12.04197, 11.75358, 12.47869], [12.93396, 12.77326, 10.38248], [12.67480, 14.46804, 9.94678], [13.15285, 14.88155, 8.70635], [12.76945, 16.12778, 8.18540], [11.97414, 16.98604, 8.93256], [11.51931, 16.59544, 10.16038], [11.81811, 15.30482, 10.64964], [11.27912, 14.73170, 12.17753], [13.78685, 14.28304, 8.07778], [13.18927, 16.45499, 7.23823], [11.77381, 17.96603, 8.54158], [10.94671, 17.30989, 10.70798], [16.42536, 11.58858, 12.81797], [15.31533, 11.88880, 12.13097], [14.28142, 11.78181, 12.96736], [14.86394, 11.46838, 14.19807], [16.15526, 11.29288, 14.11615], [14.29037, 11.34572, 15.52209], [14.80032, 10.31263, 16.32950], [14.37168, 10.14272, 17.57539], [13.48034, 10.99663, 18.03196], [13.02901, 12.05736, 17.23304], [13.43207, 12.23408, 15.98479], [17.35267, 11.43528, 12.47247], [15.33795, 12.11341, 11.09852], [15.50009, 9.59893, 15.92941], [13.04639, 10.85101, 19.02189], [12.36954, 12.82092, 17.66358], [12.72537, 13.95373, 12.89642], [13.34014, 15.11933, 14.40316], [12.20332, 15.47118, 15.94904], [12.46636, 16.50607, 16.87867], [11.60555, 16.72290, 17.93087], [10.51390, 15.88342, 18.13814], [10.23451, 14.86234, 17.26431], [11.09690, 14.68366, 16.16077], [13.57830, 16.94686, 13.49777], [14.78842, 17.37866, 12.93499], [14.92085, 18.64321, 12.36578], [13.83762, 19.51711, 12.35004], [12.63506, 19.11552, 12.88508], [12.50158, 17.84434, 13.48671], [15.18175, 14.66917, 14.85613], [16.07131, 14.51306, 13.75836], [17.44100, 14.25619, 13.99753], [17.86789, 14.22283, 15.30080], [17.00578, 14.28171, 16.40533], [15.64701, 14.46098, 16.15708], [13.52063, 14.19313, 12.26197], [13.32413, 17.22016, 16.73133], [11.77018, 17.54698, 18.60474], [9.95664, 16.13818, 19.05219], [9.38260, 14.22879, 17.31034], [10.89668, 13.89100, 15.46295], [15.63048, 16.70841, 12.89027], [15.87596, 19.01707, 12.09978], [13.99868, 20.49107, 11.94433], [11.80146, 19.79281, 12.86291], [11.55958, 17.55229, 13.97860], [15.71956, 14.59365, 12.74857], [18.24158, 14.04003, 13.24855], [18.92713, 14.04191, 15.48894], [17.37754, 14.17394, 17.45468], [14.91782, 14.55636, 16.97773], [12.58585, 10.38382, 13.75182], [11.48522, 9.50859, 13.68323], [10.74255, 10.20119, 12.66890], [10.95560, 6.53170, 6.67874], [10.32272, 7.46792, 7.06431], [9.22167, 7.74411, 6.62447], [10.90936, 8.27888, 8.12855], [12.24895, 8.09113, 8.38283], [12.75158, 8.79233, 9.44074], [12.07128, 9.77520, 10.18410], [12.74928, 10.38395, 11.08245], [10.74729, 9.95888, 9.85159], [10.14480, 9.20025, 8.85411], [9.91382, 10.94932, 10.41071], [8.75454, 11.04034, 10.11991], [10.42911, 11.87251, 11.11590], [14.18236, 8.59309, 9.82602], [14.35757, 7.71866, 10.63424], [14.99164, 9.35015, 9.29356], [12.78913, 7.40660, 7.76870], [9.10036, 9.34812, 8.63210], [10.41390, 11.22040, 19.43151], [10.89406, 10.49445, 18.31504], [10.86510, 9.14537, 18.24244], [10.48273, 8.41167, 19.33414], [10.57394, 7.02688, 19.25757], [11.10390, 6.39740, 18.17606], [11.48975, 7.15536, 17.06040], [11.33189, 8.55310, 17.05148], [11.74378, 9.33535, 15.95506], [10.73843, 9.52847, 14.92170], [9.77469, 10.66743, 15.13240], [8.68420, 10.40296, 15.94401], [7.79785, 11.34538, 16.37718], [7.88394, 12.58115, 15.79456], [8.87901, 12.90672, 14.92600], [9.90843, 11.97851, 14.62581], [10.89414, 12.41719, 13.83894], [10.72922, 12.25121, 19.29307], [10.83958, 10.85922, 20.36787], [9.32940, 11.09045, 19.49530], [10.27611, 8.90719, 20.25404], [10.35699, 6.36128, 20.11691], [11.25249, 5.32063, 18.20563], [11.85971, 6.70984, 16.16867], [12.51195, 8.89590, 15.47776], [10.12430, 8.63125, 14.83524], [8.63473, 9.40057, 16.39651], [6.98252, 11.10598, 17.02580], [7.12572, 13.36313, 15.93461], [8.94285, 13.88214, 14.49048]],
  "atomic_forces_ev_per_a": [[1.914, 0.967, 0.597], [0.599, 0.025, -1.126], [-0.422, -0.362, -0.406], [-0.334, 1.225, -0.642], [0.713, -0.612, 0.424], [0.499, -0.242, -0.709], [0.011, -0.859, 0.348], [0.720, 0.958, -0.375], [-1.404, 0.160, 0.967], [0.177, -0.472, 0.139], [-0.173, -0.118, 0.054], [-0.229, 0.291, 0.023], [-0.380, 0.052, 0.663], [-0.654, -0.453, 0.196], [0.419, -0.953, 1.801], [0.539, 0.418, 0.054], [0.299, 0.185, -1.180], [0.181, 0.512, -1.015], [0.261, -1.113, 1.072], [-0.871, 0.593, -0.194], [0.354, -0.445, 0.179], [-0.226, 0.724, -0.391], [0.055, 0.266, 0.552], [-0.447, 0.287, 0.143], [0.178, 0.148, -0.179], [-0.384, 0.146, -0.737], [0.222, -0.071, -0.009], [0.528, 0.022, -0.202], [0.071, -0.340, -0.338], [-1.363, -0.595, 1.211], [0.193, 0.799, -0.363], [0.538, 0.415, 0.410], [0.863, 0.680, -0.963], [0.211, -0.278, -0.157], [-0.131, 0.778, 1.151], [0.984, 0.285, -1.025], [-0.561, -0.176, 0.556], [-0.325, -0.379, 0.268], [-0.362, -0.003, -0.366], [-0.862, -0.239, 0.981], [0.591, -0.735, 0.062], [-0.387, -0.831, 0.496], [0.067, 0.290, -0.122], [0.657, -0.664, -1.073], [0.801, -0.118, 1.346], [-0.358, 0.125, -0.440], [0.767, -0.612, 1.379], [-0.135, -0.025, 0.188], [-0.133, 0.722, 0.308], [1.259, 0.276, -1.069], [-0.869, -0.914, 0.072], [0.104, 0.096, 0.156], [-0.254, -0.564, -0.630], [-0.588, -0.382, 0.421], [0.062, 0.026, 0.064], [0.205, 0.055, 0.212], [0.797, 0.049, -0.601], [-0.218, 0.573, -0.205], [-0.321, 0.151, 0.090], [0.413, 0.256, -0.385], [-0.216, 0.032, -0.384], [-1.166, 0.484, 0.225], [-0.197, 0.093, -0.005], [-0.274, 0.118, -1.157], [0.487, -0.196, -0.303], [-0.004, 0.213, -0.218], [-0.219, 0.501, -1.795], [-0.214, -0.953, 0.972], [1.271, -1.180, -0.377], [-1.406, 0.584, -0.084], [-0.072, 0.606, 0.477], [-1.397, 1.077, 0.462], [0.017, 0.413, 0.953], [1.035, -0.256, -0.573], [1.416, -0.240, 0.532], [0.198, 0.018, 0.375], [-1.318, -0.670, -1.026], [0.510, -1.061, -1.081], [-0.281, 1.441, 0.583], [0.259, -0.283, 0.038], [-0.652, -0.240, -0.204], [-0.872, 1.059, -0.837], [0.831, 0.051, 0.035], [-0.346, -1.060, 0.838], [0.524, -0.338, -0.048], [-0.026, -0.063, -0.110], [-0.154, -0.894, -0.020], [-0.123, 0.794, -0.831], [0.041, 0.860, 0.080], [0.227, -1.060, -0.221], [-0.076, -0.731, 1.774], [0.523, -0.208, -1.332], [-0.831, 1.087, 0.678], [0.108, -1.341, 0.890], [-0.169, 0.478, -0.048], [-0.515, -0.008, 0.208], [0.574, 0.994, -0.225], [0.650, -1.476, 1.156], [-0.463, -0.068, -0.478], [-1.193, 1.661, -0.084], [1.442, -0.858, -0.528], [-1.453, -0.582, 0.191], [0.016, 0.600, 0.352], [-0.274, 0.048, -0.153], [0.182, -0.017, 0.116], [-0.013, 0.382, 0.037], [-0.459, 0.097, 0.426], [-0.108, 0.841, -0.389], [-0.073, 0.198, -0.183], [0.371, -0.477, -0.543], [0.468, -0.285, 0.133], [-0.254, -0.199, -0.007], [-0.091, 0.310, -0.396], [-0.243, -0.190, 0.361], [0.200, -0.460, 0.330], [-0.051, 0.357, -0.263]]
}